No. 1
Computed, not measured: an isolated molecule of C5H9NO in a non-equilibrium geometry, with ωB97M-V/def2-TZVPD.

Geometry as XYZ:
```
16
Properties=species:S:1:pos:R:3:mulliken_charge:R:1
C -1.435 0.062 1.107 -1.3027
C -1.167 0.024 -0.378 0.1505
N -0.808 1.288 -1.039 -0.7176
C 0.182 0.199 -0.975 0.0200
C 1.421 0.463 -0.145 -0.5671
C 2.041 -0.690 0.589 -0.7756
O 1.380 -1.822 0.349 -0.2495
H -0.795 0.798 1.605 0.2913
H -2.477 0.338 1.308 0.3658
H -1.246 -0.923 1.550 0.2679
H -1.826 -0.649 -0.931 0.4276
H -1.225 1.343 -1.968 0.2559
H 0.365 -0.369 -1.889 0.4213
H 1.228 1.246 0.603 0.3882
H 2.230 0.888 -0.762 0.4075
H 2.131 -2.197 0.975 0.6165
```

- total charge = 0
- calculated total energy (hartree) = -325.7625
- maximum force (eV/A) = 3.93
- energy relative to the best compared isomer or geometry (same formula, charge and spin) (eV) = 4.7622
- frontier orbital gap (eV) = 9.49



No. 2
Computed, not measured: a cluster of 2 separate species, C5H9NO in total, with ωB97M-V/def2-TZVPD.

Geometry as XYZ:
```
16
Properties=species:S:1:pos:R:3:mulliken_charge:R:1
C 0.148 2.546 0.661 -0.9901
C 1.110 -0.276 -0.165 -0.8100
C 0.955 -1.063 1.066 -0.1174
C 0.295 -1.850 -0.109 -0.5911
C -0.079 -0.451 -0.823 1.0319
N -1.046 -0.078 -1.545 -0.5026
O -1.731 -1.192 -2.063 -0.4048
H -0.004 2.178 1.680 0.2286
H -0.685 2.230 0.028 0.2211
H 0.214 3.636 0.674 0.3215
H 1.081 2.136 0.260 0.2510
H 1.875 -1.439 1.509 0.2422
H 0.190 -0.812 1.805 0.2128
H -0.703 -2.181 0.185 0.2976
H 0.857 -2.605 -0.650 0.2500
H -2.479 -0.779 -2.513 0.3593
```

- total charge = 0
- calculated total energy (hartree) = -325.6900
- maximum force (eV/A) = 0.62
- energy relative to the best compared isomer or geometry (same formula, charge and spin) (eV) = 6.7375
- frontier orbital gap (eV) = 8.85